{
  "formula": "C18H36N5O2P3Tc",
  "method": "the ωB97M-V functional and the def2-TZVPD basis",
  "species": ["P", "C", "H", "H", "H", "C", "H", "H", "H", "C", "H", "H", "H", "P", "C", "H", "H", "H", "C", "H", "H", "H", "C", "H", "H", "H", "P", "C", "H", "H", "H", "C", "H", "H", "H", "C", "H", "H", "H", "Tc", "C", "O", "C", "O", "C", "C", "C", "C", "C", "C", "H", "H", "H", "H", "H", "H", "N", "N", "N", "C", "N", "N", "H", "H", "H"],
  "coordinates": [[3.935, -0.555, 0.214], [4.359, -0.562, 2.006], [5.389, -0.211, 2.159], [4.217, -1.566, 2.428], [3.650, 0.134, 2.479], [4.002, -2.368, -0.094], [3.807, -2.501, -1.169], [3.204, -2.857, 0.487], [4.989, -2.776, 0.166], [5.558, -0.056, -0.495], [6.395, -0.621, -0.064], [5.669, 1.018, -0.285], [5.501, -0.207, -1.582], [-1.400, 4.311, -0.807], [-1.533, 4.986, 0.870], [-1.853, 6.037, 0.878], [-0.545, 4.894, 1.340], [-2.248, 4.375, 1.435], [-0.331, 5.460, -1.715], [-0.274, 5.144, -2.763], [0.672, 5.398, -1.274], [-0.705, 6.490, -1.652], [-3.042, 4.519, -1.543], [-3.343, 5.573, -1.584], [-3.752, 3.948, -0.932], [-3.024, 4.093, -2.554], [-2.841, -2.698, 0.094], [-3.306, -2.758, 1.871], [-4.043, -3.555, 2.063], [-3.726, -1.773, 2.127], [-2.394, -2.921, 2.463], [-4.479, -3.032, -0.667], [-5.013, -3.831, -0.131], [-4.311, -3.309, -1.718], [-5.052, -2.093, -0.625], [-2.066, -4.356, -0.071], [-2.698, -5.147, 0.363], [-1.092, -4.319, 0.443], [-1.899, -4.535, -1.144], [-0.422, 1.508, -1.114], [0.922, 2.351, 0.090], [1.687, 2.847, 0.813], [-1.810, 1.342, 0.307], [-2.600, 1.259, 1.158], [-1.609, 0.918, -2.731], [-1.142, -0.214, -2.051], [0.224, -0.338, -1.756], [1.129, 0.627, -2.215], [0.659, 1.768, -2.878], [-0.710, 1.906, -3.141], [-2.673, 1.086, -2.856], [-1.817, -0.974, -1.688], [0.574, -1.156, -1.139], [2.180, 0.511, -1.973], [1.331, 2.579, -3.128], [-1.071, 2.810, -3.611], [1.145, -4.639, 3.349], [1.253, -3.286, 3.052], [0.447, -2.415, 3.722], [0.436, -1.386, 2.867], [1.061, -1.639, 1.702], [1.528, -2.895, 1.792], [1.928, -5.144, 2.956], [1.027, -4.751, 4.349], [-0.051, -0.448, 3.109]],
  "forces_ev_per_a": [[3.9731, -2.8309, 1.7990], [-1.2862, 0.9385, 0.2600], [-0.3567, 0.0339, -0.2020], [-0.0866, 0.3134, -0.2773], [0.4630, -0.2088, 0.4630], [-1.7912, 0.1735, -1.0551], [0.2128, -0.3996, 0.2646], [0.4726, 0.0837, -0.3391], [-0.0777, 0.5419, 0.0312], [-1.0857, 1.4829, -1.1660], [-0.5180, -0.1217, 0.1766], [0.3610, -0.2721, -0.1866], [0.3359, 0.1137, 0.2543], [-0.1823, 0.3686, -0.5497], [0.4006, -0.9796, 0.3723], [0.0628, -0.2481, -0.2902], [-0.2501, 0.2093, 0.1013], [0.1226, 0.2704, -0.0032], [0.5379, -0.7181, -0.0372], [0.0114, 0.2422, 0.1338], [-0.1016, 0.2436, -0.1703], [-0.0514, -0.2514, 0.0627], [0.0257, -0.9145, -0.0283], [0.2137, -0.1708, 0.0779], [-0.0662, 0.2115, -0.2049], [-0.2054, 0.2313, 0.1138], [-2.6108, -4.2148, 1.8863], [0.9939, 1.7083, 0.2608], [0.2246, 0.1897, -0.4539], [-0.0691, -0.4336, 0.3074], [-0.3599, 0.0346, -0.0208], [0.3360, 1.6090, -1.2582], [0.4723, 0.1768, 0.1128], [-0.3152, 0.0269, 0.2775], [-0.1905, -0.4652, -0.1167], [1.6148, 0.9416, -0.9163], [-0.1549, 0.5324, -0.0130], [-0.2722, -0.3209, -0.1703], [0.0114, -0.2722, 0.3786], [-1.2704, 4.8424, 7.1830], [2.9511, 2.3473, 3.3132], [-2.6930, -1.8997, -2.7814], [-3.2113, 0.0904, 3.7063], [2.8074, 0.1463, -3.1997], [-1.8495, 0.1218, -1.4189], [-0.0957, -1.5824, -0.3257], [0.7233, -2.3429, -1.5640], [1.3520, -1.0531, -0.3290], [0.9741, 1.1010, -1.7277], [-0.0983, 0.2869, -2.3821], [0.0477, -0.1983, -0.1811], [-0.1803, 0.1557, -0.0522], [0.0119, -0.0145, 0.0931], [-0.0885, 0.2237, -0.0820], [0.1007, -0.1544, -0.1549], [-0.0560, 0.0066, -0.0336], [0.0980, 0.4474, -0.2202], [-2.5040, 0.7736, -1.3003], [1.8154, -0.1907, -1.2483], [-0.1864, -0.4473, 0.4101], [0.3090, -0.8936, 0.2035], [-0.3129, 0.7202, 1.9275], [0.2015, -0.0801, 0.1918], [0.2176, -0.0370, 0.1384], [0.1224, -0.2244, -0.0405]],
  "mulliken_spin": [0.6338, 0.0694, 0.0146, 0.0072, 0.0075, 0.0759, -0.0044, -0.0092, 0.0404, 0.0810, 0.0338, -0.0013, -0.0030, -0.0233, 0.0001, -0.0002, -0.0002, 0.0001, -0.0023, 0.0001, 0.0005, -0.0014, -0.0026, -0.0013, 0.0006, 0.0001, 0.6125, 0.0623, 0.0352, -0.0006, -0.0042, 0.0773, 0.0339, -0.0022, -0.0007, 0.0699, 0.0381, -0.0012, -0.0034, 0.8134, 0.0048, 0.0314, -0.0095, 0.0375, 0.0381, -0.0239, 0.1445, -0.0387, 0.0209, -0.0046, 0.0000, 0.0291, 0.0905, -0.0013, -0.0005, 0.0008, 0.0013, 0.0014, 0.0000, 0.0110, 0.0185, 0.0031, 0.0000, 0.0000, -0.0004],
  "e_homo_ev": [-19.57, -19.56],
  "lumo_energy_ev": [-12.7224, -14.8014],
  "gap_ev": [6.84, 4.76],
  "total_charge": 4,
  "fmax_ev_per_a": 8.76,
  "multiplicity": 4
}